1.
Density functional theory data (ωB97M-V/def2-TZVPD) for a structure of composition C28H34F3N2O6SbSc at a distorted geometry.

Geometry as XYZ:
```
75
Properties=species:S:1:pos:R:3:forces:R:3:mulliken_charge:R:1
Sc 0.248575 -1.157323 -0.960769 -0.3 -0.4 -0.2 -0.087
C 1.149075 -2.979423 -3.337169 0.2 0.4 -0.6 -0.580
C 1.773775 -1.584623 -3.499169 0.6 -0.7 0.0 -0.751
O 0.939375 -0.562423 -2.917969 -0.1 -0.3 0.1 -0.156
C -0.082025 -0.008723 -3.769169 -0.8 0.6 -0.1 -0.627
C -1.435025 -0.705223 -3.545169 0.4 0.2 -0.5 -0.829
O -1.553025 -1.013223 -2.142069 -0.2 0.0 -0.2 0.447
C -2.629125 -1.928323 -1.861869 -0.3 -0.5 0.6 -0.572
C -2.488825 -2.327923 -0.389969 -0.8 0.7 -0.3 -0.476
O -1.120725 -2.630423 -0.081269 0.2 0.1 -0.3 -0.108
C -0.707425 -3.993523 -0.280569 0.7 -0.6 0.0 -0.533
C -0.088225 -4.220723 -1.673869 -0.6 -0.3 0.4 -0.730
O 0.534275 -2.987123 -2.043469 0.1 -0.4 -0.3 0.436
H 1.927275 -3.750623 -3.387669 -0.1 0.2 0.0 0.467
H 0.400475 -3.179923 -4.117869 0.1 0.0 0.3 0.358
H 1.968275 -1.366923 -4.553569 0.0 0.0 0.2 0.532
H 2.718575 -1.534523 -2.944269 -0.2 0.0 -0.2 0.324
H 0.209475 -0.080623 -4.821169 0.0 0.0 0.2 0.486
H -0.138725 1.054877 -3.505569 0.0 -0.3 -0.1 0.371
H -1.491125 -1.634923 -4.127269 -0.1 0.1 0.2 0.415
H -2.255525 -0.041823 -3.850269 0.2 -0.2 0.1 0.491
H -2.542325 -2.813623 -2.508469 0.0 0.3 0.0 0.333
H -3.602425 -1.452523 -2.030469 0.2 0.0 0.0 0.542
H -3.146125 -3.173023 -0.153969 0.2 0.2 0.0 0.476
H -2.755325 -1.479323 0.255831 0.0 -0.2 -0.2 0.091
H -1.544025 -4.680823 -0.115169 0.2 0.2 0.1 0.479
H 0.060375 -4.166423 0.479831 -0.2 0.0 -0.1 0.305
H -0.848125 -4.502923 -2.413569 0.2 0.2 0.0 0.358
H 0.650675 -5.029523 -1.610069 -0.1 0.2 -0.1 0.442
C 4.132875 -3.949723 1.370831 0.5 -0.4 0.4 -0.869
O 3.083875 -3.310323 0.620531 -0.4 0.5 -0.3 -0.236
C 2.640775 -2.115123 0.892631 0.7 -0.1 0.9 0.364
O 1.768875 -1.642723 0.117231 0.1 -0.1 0.0 -0.566
N 3.062775 -1.407823 1.939731 0.0 -0.1 -0.1 -0.179
N 2.491175 -0.140023 2.166531 0.2 0.1 0.2 -0.474
H 4.307075 -4.899923 0.866131 -0.1 0.2 0.1 0.255
H 3.817775 -4.142723 2.398531 0.0 0.1 -0.1 0.367
H 5.052775 -3.364223 1.338731 -0.1 0.1 0.0 0.382
H 3.777575 -1.758623 2.574431 -0.2 -0.1 -0.2 0.235
H 3.228075 0.565877 2.199931 -0.1 -0.2 -0.1 0.314
H 2.026575 -0.131523 3.075431 0.0 -0.1 -0.2 0.307
F -1.575125 0.836177 6.628831 0.0 0.0 0.1 -0.295
C -1.263625 0.904377 5.345331 0.1 0.0 -0.3 0.131
C -0.263125 1.777877 4.936331 -0.2 -0.1 0.2 -0.645
C 0.060875 1.840677 3.593931 0.1 -0.1 -0.2 -0.690
C -0.606625 1.034477 2.681431 0.1 -0.2 -0.7 0.314
C -1.602425 0.162977 3.106731 0.1 0.0 -0.1 -0.522
C -1.940125 0.091977 4.443231 0.0 0.1 0.3 -0.588
Sb -0.221825 1.170877 0.586531 -0.7 1.9 0.8 2.320
C 1.146075 2.803177 0.480731 -0.3 -0.7 -0.1 0.467
C 0.744875 4.057277 0.926031 0.0 -0.1 0.0 -0.412
C 1.621775 5.122777 0.867731 0.3 0.1 -0.1 -0.699
C 2.893975 4.917877 0.344831 -0.2 -0.3 0.0 0.118
F 3.737675 5.933977 0.278531 0.0 0.0 0.0 -0.289
C 3.303275 3.672677 -0.118869 0.1 0.3 0.0 -0.585
C 2.416275 2.615277 -0.051269 0.0 -0.1 0.0 -0.773
C -2.020525 2.194577 0.000531 0.6 -0.5 0.1 0.321
C -2.807725 2.849277 0.941331 0.1 -0.1 0.0 -0.374
C -3.895425 3.596777 0.533531 -0.2 0.2 -0.3 -0.674
C -4.187025 3.676577 -0.823069 0.3 -0.3 0.1 0.095
F -5.241625 4.367377 -1.222169 -0.1 0.1 0.0 -0.296
C -3.405625 3.039977 -1.781269 -0.2 0.2 0.1 -0.642
C -2.325425 2.293277 -1.354569 0.1 0.0 0.1 -0.476
H 0.234175 2.400877 5.662231 0.0 0.1 0.1 0.500
H 0.827375 2.521477 3.250631 0.1 0.1 0.1 0.522
H -2.123425 -0.465123 2.391031 -0.1 0.0 0.1 0.324
H -2.719825 -0.562523 4.800131 -0.1 -0.1 0.1 0.518
H -0.253425 4.207177 1.311631 -0.1 0.1 0.1 0.519
H 1.336275 6.103277 1.216231 0.0 0.1 0.0 0.492
H 4.295975 3.556577 -0.527769 0.1 0.0 0.0 0.498
H 2.714975 1.639577 -0.426769 0.1 0.1 0.0 0.385
H -2.574325 2.774077 1.994231 0.0 0.0 0.1 0.429
H -4.507425 4.131577 1.244431 -0.1 0.0 0.0 0.502
H -3.643725 3.164477 -2.827469 -0.1 0.0 0.0 0.497
H -1.697425 1.796777 -2.087369 0.0 0.1 -0.1 0.204
```
Positions in Å, forces in eV/Å.

Results
Relative energy (zero: lowest compared OMol25 entry of this formula, charge and spin): 0.665 eV
Frontier orbital gap: 0.248 Ha
Net charge: +3
Highest occupied orbital energy: -0.588 hartree

=====

2.
Density functional theory data (ωB97M-V/def2-TZVPD) for a structure of composition C28H34F8N7O4RuS2Se.

Geometry as XYZ:
```
85
Properties=species:S:1:pos:R:3:forces:R:3:mulliken_charge:R:1
Ru 0.414759 -0.215352 0.092442 0.0 -0.1 0.4 1.459
C -3.623089 2.620131 3.300132 0.0 -0.1 0.1 -1.327
C -3.737937 1.481137 4.309505 0.0 0.0 0.0 0.948
C -4.643676 0.373181 3.779860 0.0 0.0 0.0 -1.401
C -2.364525 0.938293 4.711981 0.0 0.0 0.0 -1.427
N -1.690712 0.222820 3.645008 0.1 0.0 0.1 1.027
C -0.995043 0.678430 2.604148 -0.1 0.1 -0.1 -1.456
N -0.606870 -0.356408 1.897838 -0.1 0.1 0.1 1.303
N -1.067906 -1.454064 2.527061 0.1 -0.1 0.1 -0.496
N -1.710394 -1.119616 3.581528 -0.1 0.0 -0.1 -0.843
H -4.602461 3.067633 3.121330 0.0 0.0 0.0 0.426
H -3.257205 2.266628 2.336706 0.0 0.1 0.1 0.193
H -2.953291 3.406838 3.656361 0.0 0.0 0.0 0.373
H -4.166460 1.881000 5.237882 0.0 0.0 0.0 0.290
H -4.287287 0.020245 2.811171 0.0 0.0 0.0 0.159
H -5.658128 0.751205 3.640067 0.0 0.0 0.0 0.450
H -4.681457 -0.477651 4.463310 0.0 0.0 0.0 0.370
H -2.449811 0.226928 5.533259 0.0 0.0 0.0 0.428
H -1.711454 1.754023 5.027632 0.0 0.0 0.0 0.428
H -0.804804 1.704859 2.338111 0.1 0.0 0.0 0.736
C -1.470255 -2.157274 -5.135288 0.0 0.0 0.0 -1.360
C -1.177918 -1.166176 -4.015353 0.0 0.0 0.0 0.069
N -1.291557 -1.762480 -2.693159 0.2 -0.1 0.0 0.045
C -0.317268 -2.454371 -2.060980 -0.2 0.2 0.1 0.174
S -0.475472 -2.744923 -0.397110 0.0 0.0 0.0 -0.366
N 0.737692 -2.873188 -2.779025 0.2 0.2 -0.2 0.023
C 1.945057 -3.375502 -2.121120 0.1 0.0 0.0 -0.001
C 1.918626 -4.884324 -1.945479 0.0 0.0 0.0 -1.440
H -1.367960 -1.668078 -6.105574 0.0 0.0 0.0 0.395
H -2.484440 -2.549996 -5.042971 0.0 0.0 0.0 0.328
H -0.779531 -3.000478 -5.107797 0.0 0.0 0.0 0.320
H -1.901704 -0.351213 -4.045609 0.0 0.0 0.0 0.300
H -0.196665 -0.705624 -4.157724 0.1 0.0 0.0 -0.039
H -1.888519 -1.289587 -2.029882 0.0 0.0 0.0 0.134
H 0.928752 -2.358955 -3.634721 -0.1 -0.1 0.1 0.275
H 2.054603 -2.877225 -1.155690 0.0 0.0 0.0 -0.136
H 2.780920 -3.068755 -2.751366 0.0 0.0 0.0 0.400
H 1.078337 -5.171955 -1.313473 0.0 0.0 0.0 0.289
H 2.840575 -5.216802 -1.463647 0.0 0.0 0.0 0.419
H 1.827510 -5.392424 -2.908753 0.0 0.0 0.0 0.355
Se 2.849954 0.016265 -4.270544 -0.1 0.0 0.0 -0.335
C 1.989409 0.040524 -2.668035 0.0 0.0 0.0 0.464
N 1.426602 -0.003411 -1.657679 -0.1 -0.3 -0.3 -1.196
C 3.340998 1.772843 0.068265 0.0 0.0 0.0 -1.430
C 2.164482 2.358793 0.879129 0.0 0.0 -0.1 4.480
C 2.419250 2.084803 2.369335 0.0 0.0 0.0 -2.336
C 0.854995 1.707065 0.459568 -0.1 -0.1 0.1 -2.427
C 2.120804 3.857109 0.590298 0.0 0.0 0.0 -0.481
C 1.728321 4.286158 -0.681940 0.0 0.0 0.0 -0.003
C 1.681730 5.629362 -1.009171 0.0 0.0 0.0 -0.995
C 2.029363 6.595612 -0.069488 0.0 0.0 0.0 -0.358
C 2.424617 6.190134 1.193345 0.0 0.0 0.0 -0.787
C 2.469185 4.835883 1.516202 0.0 0.0 0.0 -0.385
H 3.285413 0.687830 0.081152 0.0 0.0 0.0 -0.196
H 4.305520 2.097040 0.474559 0.0 0.0 0.0 0.480
H 3.282990 2.080777 -0.975952 0.0 0.0 0.0 0.368
H 2.283774 1.022377 2.555608 0.0 0.0 0.0 -0.130
H 1.705368 2.626802 2.997520 0.0 0.0 0.0 0.471
H 3.432131 2.364171 2.683237 0.0 0.0 0.0 0.509
H 0.073980 2.433827 0.223312 -0.1 0.0 0.0 0.968
H 1.440407 3.537540 -1.410330 0.0 0.0 0.0 0.423
H 1.364737 5.926428 -2.002096 0.0 0.0 0.0 0.366
H 1.987618 7.648775 -0.321823 0.0 0.0 0.0 0.359
H 2.699113 6.927694 1.939735 0.0 0.0 0.0 0.354
H 2.783671 4.546977 2.510462 0.0 0.0 0.0 0.354
F 6.579393 -1.634267 4.096444 0.0 0.0 0.0 -0.363
C 5.450287 -1.531958 3.356264 0.0 0.0 0.0 0.573
C 5.499074 -1.587908 1.974639 0.0 0.0 0.0 -0.024
F 6.692093 -1.748457 1.368326 0.0 0.0 0.0 -0.346
C 4.348118 -1.490492 1.220386 0.0 0.0 0.0 0.083
F 4.460757 -1.565235 -0.117070 0.0 0.0 0.0 -0.357
C 3.058725 -1.322593 1.786370 -0.1 -0.1 0.1 0.511
O 1.988021 -1.283088 1.104862 0.1 0.1 -0.2 -0.520
C 3.068033 -1.285695 3.204971 0.0 0.0 0.0 -0.205
F 1.896133 -1.131318 3.854846 0.0 0.0 0.0 -0.362
C 4.216147 -1.380447 3.961852 0.0 0.0 0.0 0.068
F 4.145934 -1.325998 5.308320 0.0 0.0 0.0 -0.354
F -2.817129 2.135719 -2.693912 0.0 0.0 0.1 -0.220
C -3.592489 1.480772 -1.819732 0.0 0.1 0.0 0.337
F -4.675319 2.241878 -1.588731 0.0 -0.1 0.0 -0.247
F -4.013354 0.354957 -2.423477 0.0 0.0 0.0 -0.225
S -2.696734 1.107209 -0.250955 -0.2 -0.4 -0.1 1.612
O -2.462806 2.403657 0.330561 0.2 0.1 -0.1 -0.790
O -3.618713 0.258958 0.469625 0.0 0.1 -0.1 -0.792
O -1.531373 0.407195 -0.791988 0.0 0.4 -0.1 -0.740
```
Positions in Å, forces in eV/Å.

Results
Relative energy (zero: lowest compared OMol25 entry of this formula, charge and spin): 0.000 eV
Spin multiplicity: 2
Frontier orbital gap (alpha / beta): 0.175 / 0.223 Ha
Net charge: -2
Highest occupied orbital energy (alpha / beta): -0.017 / -0.065 hartree

=====

3.
Density functional theory data (ωB97M-V/def2-TZVPD) for a structure of composition C28H34GeO7Pt at a distorted geometry.

Geometry as XYZ:
```
71
Properties=species:S:1:pos:R:3:forces:R:3:mulliken_charge:R:1
Pt 2.994370 -0.752702 -0.743811 -0.3 0.0 -0.4 1.268
C 2.765202 -0.287262 3.752531 0.2 -0.3 -0.1 -0.982
O 2.446043 0.361048 2.557125 -1.1 -0.3 -0.4 -0.016
C 2.869520 1.676512 2.446810 1.2 -0.1 0.1 -0.713
C 2.636425 2.149641 1.033424 -0.3 -0.3 0.4 0.089
O 3.513238 1.550248 0.080838 -0.7 -0.3 0.2 -0.234
C 4.873323 1.889048 0.172749 0.4 -1.0 -1.3 -0.674
C 5.723537 0.612082 0.004892 -0.8 0.1 -0.3 -0.585
O 5.239044 -0.076483 -1.176881 0.0 0.2 0.1 -0.382
C 6.060894 -1.158118 -1.638825 0.6 0.4 0.8 -0.762
H 2.439810 0.294753 4.618495 -0.2 -0.1 0.1 0.354
H 3.848159 -0.430634 3.824636 0.1 0.0 0.1 0.305
H 2.296551 -1.283787 3.719388 0.1 0.5 0.1 0.226
H 3.952996 1.651552 2.684228 -0.1 0.5 0.0 0.392
H 2.391228 2.388589 3.139417 -0.2 -0.3 0.1 0.476
H 2.719125 3.235387 1.012774 0.0 0.2 -0.3 0.311
H 1.636713 1.819155 0.748959 0.1 0.3 -0.1 -0.353
H 5.092836 2.405124 1.080719 0.3 0.2 0.7 0.477
H 5.077655 2.539310 -0.665181 0.3 0.4 -0.3 0.398
H 5.567579 -0.052757 0.846573 0.2 -0.1 0.3 0.223
H 6.775082 0.846686 -0.142459 0.1 0.1 0.1 0.538
H 7.091415 -0.805421 -1.844979 -0.6 0.1 -0.1 0.302
H 5.572207 -1.523942 -2.532216 0.1 -0.2 0.0 0.279
H 6.163242 -1.930083 -0.860234 -0.3 0.1 -0.3 0.294
O 0.620801 0.860244 -0.884576 0.3 -0.7 -1.0 -0.166
C 0.675607 0.306523 -1.998955 0.9 -0.3 1.2 0.871
O 1.675498 -0.455100 -2.392838 -0.2 0.7 1.0 -0.738
C -0.461993 0.409385 -2.945291 -0.7 0.2 -0.5 -1.019
C -1.655540 1.240094 -2.404385 0.5 -1.0 0.5 -0.941
Ge -2.658174 0.322340 -0.922219 -0.1 0.5 -0.4 1.463
C -2.007041 0.714842 0.864665 0.8 0.9 -0.1 0.043
C -1.632045 2.021085 1.213340 -0.4 0.2 -0.3 -0.463
C -1.071986 2.302394 2.446820 -0.1 -0.3 0.0 -0.784
C -0.817663 1.283604 3.359404 -0.5 -0.6 -1.1 -0.460
C -1.149719 -0.023101 3.009406 0.1 0.2 0.3 -0.633
C -1.737741 -0.285146 1.775809 -0.3 -0.6 0.2 -0.066
C -4.540210 0.883186 -0.945278 0.6 -0.9 0.1 -0.023
C -5.397257 0.217203 -0.079154 -0.1 0.0 0.7 -0.358
C -6.746087 0.520099 -0.041919 0.1 -0.1 0.0 -0.748
C -7.246346 1.522253 -0.852728 -0.7 0.3 -0.5 -0.365
C -6.413354 2.163191 -1.762964 -0.3 -0.2 -0.2 -0.591
C -5.069619 1.788104 -1.829316 -0.7 1.0 -0.1 -0.403
C -2.630538 -1.613691 -1.157048 0.1 -0.8 -0.3 -0.038
C -3.749485 -2.376102 -1.556556 0.7 0.5 -0.1 -0.581
C -3.632159 -3.733026 -1.804194 -0.5 -0.6 -0.2 -0.530
C -2.431558 -4.407030 -1.659706 0.5 0.4 0.1 -0.624
C -1.319175 -3.674696 -1.251978 0.6 0.2 0.5 -0.778
C -1.411567 -2.299011 -1.003491 -0.6 -0.3 -0.1 -0.029
H -0.756413 -0.620873 -3.209546 0.0 0.3 0.1 0.327
H -0.073586 0.843683 -3.876264 -0.1 0.0 0.1 0.534
H -2.344558 1.358862 -3.223032 -0.4 0.2 -0.3 0.451
H -1.321695 2.221552 -2.068714 0.0 0.0 0.0 0.396
H -1.816430 2.855562 0.523650 0.1 -0.4 0.2 0.273
H -0.858310 3.319620 2.702252 0.2 0.5 0.1 0.449
H -0.369548 1.484030 4.297815 0.3 0.2 0.8 0.500
H -0.952213 -0.822670 3.721014 -0.1 0.0 -0.2 0.423
H -2.033128 -1.293352 1.497088 0.2 -0.1 0.3 0.416
H -5.021608 -0.511859 0.642638 0.0 0.1 -0.3 0.386
H -7.392156 -0.056773 0.596385 -0.2 0.0 0.2 0.403
H -8.315850 1.777221 -0.841988 0.5 -0.2 0.1 0.338
H -6.857686 2.885858 -2.462208 0.4 -0.2 0.4 0.353
H -4.434315 2.288507 -2.532578 0.3 0.2 -0.4 0.313
H -4.694195 -1.888920 -1.752227 -0.1 0.1 0.2 0.370
H -4.494303 -4.316396 -2.136283 0.1 0.3 0.1 0.362
H -2.372858 -5.468688 -1.881961 0.1 0.2 0.1 0.383
H -0.347136 -4.138622 -1.039315 -0.5 0.0 -0.4 0.423
H -0.536368 -1.758225 -0.654697 0.0 -0.1 -0.1 0.552
O 3.956298 -1.559534 0.973870 0.2 -0.3 -0.1 -0.557
C 4.035176 -2.782595 0.597920 -0.7 0.5 -0.2 -0.100
O 3.595501 -3.152304 -0.504950 0.3 0.0 0.3 -0.621
H 4.466565 -3.469705 1.335301 0.1 -0.2 -0.2 0.357
```
Positions in Å, forces in eV/Å.

Results
Relative energy (zero: lowest compared OMol25 entry of this formula, charge and spin): 0.000 eV
Spin multiplicity: 3
Frontier orbital gap (alpha / beta): 0.334 / 0.274 Ha
Highest occupied orbital energy (alpha / beta): -0.319 / -0.320 hartree